[1]
Formula: C5H11NO
Source: the OMol25 dataset
Level of theory: the ωB97M-V functional and the def2-TZVPD basis

Last column: Mulliken charge in e.
CARTESIAN COORDINATES (ANGSTROEM)
C -2.21416 -0.31443 -0.26580  -0.844
C -1.59887 -0.67076 -1.58931  0.631
N -0.75040 -1.73603 -1.57362  -0.377
O -1.81985 -0.05058 -2.62125  -0.632
H -1.96763 -1.05171 0.50332  0.289
H -1.83994 0.66261 0.05091  0.199
H -3.30100 -0.27555 -0.37462  0.319
H -0.46466 -2.20727 -0.72743  0.193
H -0.28927 -1.97653 -2.44175  0.220
C 2.46282 1.59136 0.23536  -0.879
C 1.44109 0.76309 0.48131  0.246
C 1.01077 0.33869 1.84626  -0.921
H 2.71889 1.86402 -0.78443  0.271
H 3.05682 2.02239 1.03467  0.267
H 0.87770 0.37133 -0.36101  0.210
H 1.69766 0.68907 2.62296  0.350
H 0.01393 0.73377 2.06432  0.228
H 0.96609 -0.75348 1.90012  0.229

Computed properties:
Molecular weight: 101.15 g/mol
Multiplicity: 1
Highest occupied orbital energy: -9.72 eV
SMILES string: CC(N)=O.C=CC
Gap between HOMO and LUMO: 10.5003 eV
E_tot: -327.098890 Ha



[2]
Formula: C5H11NO
Source: the OMol25 dataset
Level of theory: the ωB97M-V functional and the def2-TZVPD basis

Last column: Mulliken charge in e.
CARTESIAN COORDINATES (ANGSTROEM)
C 0.62014 0.26765 1.66083  -0.403
C -0.48161 -1.20738 -2.64187  -0.770
C -0.02741 -2.37116 -0.41401  -0.432
C 0.07698 2.65086 1.92625  -0.711
C 0.35912 -1.60555 -1.71017  0.005
N -0.01733 1.32082 1.34341  0.193
O -0.54873 1.48250 0.05009  -0.452
H 1.03614 0.29792 2.62211  0.117
H -0.13251 -0.51431 -3.47622  0.217
H -1.45824 -1.46421 -2.52462  0.345
H -0.99406 0.77552 -0.38542  0.339
H 0.73321 -3.10717 -0.42065  0.308
H 0.05225 -1.52066 0.27775  -0.088
H -1.00253 -2.66532 -0.56756  0.312
H -0.96202 3.04078 1.84838  0.281
H 0.69078 2.67903 2.94562  0.243
H 0.56330 3.34121 1.19167  0.289
H 1.49252 -1.40055 -1.72561  0.208

Computed properties:
Molecular weight: 101.15 g/mol
Multiplicity: 1
Highest occupied orbital energy: -8.42 eV
Gap between HOMO and LUMO: 9.2848 eV
E_tot: -326.887817 Ha



[3]
Formula: C5H11NO
Source: the OMol25 dataset
Level of theory: the ωB97M-V functional and the def2-TZVPD basis

Last column: Mulliken charge in e.
CARTESIAN COORDINATES (ANGSTROEM)
C 0.76327 -1.88369 -1.10542  -1.073
C 0.59482 -1.28896 0.07778  0.157
C -0.27205 -0.25842 0.54627  0.040
C -1.30390 -0.25611 -0.55377  -0.925
C -0.11908 0.61777 1.52956  -0.048
N -0.90364 1.77334 1.96860  -0.566
H 0.28678 -1.73490 -2.03570  0.324
H 1.52119 -2.59245 -1.11051  0.279
H 1.34628 -1.43399 0.90006  0.126
H -1.85937 -1.23629 -0.54278  0.385
H -0.96497 -0.29063 -1.60373  0.228
H -2.19865 0.55010 -0.37057  0.222
H 0.64990 0.31503 2.28181  0.251
H -1.33872 2.28599 1.18997  0.273
H -0.27825 2.40460 2.43845  0.266
O 1.46731 1.38091 -1.29453  -0.690
H 1.81375 0.53721 -1.68228  0.328
H 0.79532 1.11049 -0.63320  0.422

Computed properties:
Molecular weight: 101.15 g/mol
Multiplicity: 1
Highest occupied orbital energy: -8.52 eV
SMILES string: C=C/C(C)=C/N.O
Gap between HOMO and LUMO: 9.2807 eV
E_tot: -327.018219 Ha